Entry A
The following is a quantum chemistry calculation of C6H6O2S in the gas phase, from the Open Molecules 2025 dataset.

Calculated values
Molar mass in u: 142.2
Highest occupied orbital energy in eV: -8.25
HOMO-LUMO gap in eV: 8.3379
LUMO level in eV: 0.09

```
! RIJCOSX wB97M-V def2-TZVPD def2/J DEFGRID3
* xyz 0 1
C 1.028 -1.146 0.127
C 1.226 -0.007 0.977
C -0.054 -1.226 -0.755
C 0.421 1.013 0.923
C -0.848 -0.017 -1.060
C -0.618 1.059 -0.084
O -1.141 2.353 -2.361
O -1.647 1.858 0.230
S -0.090 1.472 -1.864
H 1.607 -2.095 0.353
H 1.988 0.013 1.834
H -0.205 -2.160 -1.225
H 0.239 1.909 1.578
H -1.839 -0.205 -1.364
H -2.034 2.529 -0.373
*
```

=====

Entry B
The following is a quantum chemistry calculation of C6H6O2S in the gas phase, from the Open Molecules 2025 dataset.

Calculated values
Molar mass in u: 142.2
Highest occupied orbital energy in eV: -9.43
HOMO-LUMO gap in eV: 8.8259
LUMO level in eV: -0.61

```
! RIJCOSX wB97M-V def2-TZVPD def2/J DEFGRID3
* xyz 0 1
C 0.879 1.377 1.820
C 0.616 -0.044 1.573
C 0.295 2.160 0.924
C 0.167 -0.275 0.344
C -0.164 -1.740 -0.344
C -0.820 -1.511 -1.678
O 0.179 -2.739 0.222
O -0.005 1.443 -1.703
S -0.580 1.177 -0.385
H 1.417 1.915 2.581
H 0.964 -0.897 2.251
H 0.273 3.258 0.703
H -1.364 -2.320 -2.280
H -0.200 -1.123 -2.404
H -1.657 -0.680 -1.625
*
```

=====

The relative energies come out as entry A 0.000; entry B 0.414, with values in eV.

=====

Entry A
The following is a quantum chemistry calculation of 11 unconnected molecules or ions with the total composition C11H44O11, from the Open Molecules 2025 dataset.

Calculated values
Molar mass in u: 352.5
Highest occupied orbital energy in eV: -9.82
Structure (SMILES): CO.CO.CO.CO.CO.CO.CO.CO.CO.CO.CO
HOMO-LUMO gap in eV: 10.1542
LUMO level in eV: 0.33

```
! RIJCOSX wB97M-V def2-TZVPD def2/J DEFGRID3
* xyz 0 1
C 2.867 -1.033 -3.151
O 3.845 -1.466 -4.090
H 3.164 -1.414 -2.172
H 2.821 0.056 -3.211
H 1.871 -1.408 -3.379
H 4.732 -1.282 -3.782
C 4.092 -0.143 0.998
O 4.809 1.061 1.189
H 3.020 0.086 1.074
H 4.194 -0.685 0.064
H 4.267 -0.819 1.839
H 4.799 1.305 2.115
C -2.009 2.679 -1.701
O -1.889 3.763 -0.824
H -1.040 2.289 -2.047
H -2.429 1.778 -1.219
H -2.670 3.003 -2.504
H -1.211 3.608 -0.157
C 0.064 -0.597 -0.781
O -0.512 -0.340 0.486
H 1.112 -0.823 -0.573
H -0.380 -1.381 -1.396
H 0.159 0.275 -1.440
H -1.470 -0.261 0.370
C 1.096 3.300 1.799
O 0.364 2.235 1.144
H 2.151 3.052 1.655
H 0.850 4.216 1.268
H 0.822 3.353 2.851
H 0.408 1.434 1.673
C 0.612 -3.250 1.497
O 0.566 -4.659 1.553
H 1.033 -2.753 0.622
H -0.382 -2.839 1.690
H 1.207 -2.887 2.339
H 0.102 -4.993 0.781
C -3.750 0.421 3.252
O -4.757 -0.330 2.553
H -3.607 0.041 4.270
H -2.847 0.351 2.659
H -4.155 1.420 3.437
H -5.559 -0.401 3.074
C 1.577 3.484 -2.311
O 2.871 4.036 -2.549
H 1.126 3.331 -3.288
H 1.624 2.540 -1.763
H 0.999 4.224 -1.750
H 3.327 4.196 -1.721
C -1.299 -1.780 -5.252
O -1.481 -1.925 -3.857
H -0.366 -1.254 -5.455
H -1.270 -2.747 -5.760
H -2.092 -1.159 -5.680
H -2.411 -1.969 -3.632
C -0.083 -0.352 4.121
O -0.378 0.739 4.986
H -0.755 -1.193 4.303
H -0.215 -0.052 3.078
H 0.950 -0.679 4.254
H -1.066 0.475 5.598
C -2.795 -2.996 0.352
O -2.966 -1.600 0.487
H -3.697 -3.459 -0.051
H -2.019 -3.111 -0.407
H -2.410 -3.433 1.272
H -3.534 -1.277 1.194
*
```

=====

Entry B
The following is a quantum chemistry calculation of 11 unconnected molecules or ions with the total composition C11H44O11, from the Open Molecules 2025 dataset.

Calculated values
Molar mass in u: 352.5
Highest occupied orbital energy in eV: -9.23
Structure (SMILES): CO.CO.CO.CO.CO.CO.CO.CO.CO.CO.CO
HOMO-LUMO gap in eV: 9.3978
LUMO level in eV: 0.17

```
! RIJCOSX wB97M-V def2-TZVPD def2/J DEFGRID3
* xyz 0 1
C 25.925 -6.546 -0.045
O 26.869 -6.880 -1.027
H 25.329 -7.433 0.171
H 26.556 -6.275 0.801
H 25.298 -5.702 -0.331
H 27.066 -6.088 -1.533
C 23.006 -6.234 2.378
O 22.868 -7.369 3.221
H 24.055 -5.972 2.515
H 22.873 -6.505 1.330
H 22.289 -5.470 2.679
H 23.341 -8.157 2.943
C 27.137 -7.627 3.361
O 27.872 -8.487 4.201
H 26.257 -8.179 3.030
H 26.881 -6.755 3.963
H 27.731 -7.368 2.484
H 28.805 -8.294 4.078
C 24.323 -9.636 0.693
O 24.039 -9.533 2.070
H 25.388 -9.615 0.458
H 23.980 -10.557 0.221
H 23.743 -8.862 0.191
H 24.411 -10.334 2.446
C 31.158 -7.055 2.776
O 30.624 -7.474 3.999
H 31.136 -5.965 2.766
H 32.151 -7.448 2.560
H 30.446 -7.451 2.051
H 31.274 -7.275 4.676
C 29.125 -4.038 1.468
O 27.939 -3.265 1.462
H 29.917 -3.361 1.786
H 29.118 -4.891 2.146
H 29.399 -4.351 0.460
H 28.068 -2.433 1.001
C 25.077 -8.344 5.908
O 26.456 -8.555 6.396
H 24.872 -9.157 5.212
H 24.266 -8.316 6.635
H 25.048 -7.490 5.231
H 26.998 -8.633 5.608
C 28.300 -12.166 4.710
O 29.194 -13.202 4.185
H 27.991 -11.367 4.037
H 27.425 -12.596 5.198
H 28.964 -11.776 5.481
H 29.975 -12.756 3.851
C 25.364 -3.586 3.323
O 25.519 -4.093 2.069
H 24.384 -3.866 3.710
H 26.086 -4.056 3.991
H 25.497 -2.506 3.380
H 26.410 -3.880 1.782
C 28.621 -10.015 0.844
O 29.905 -10.489 0.588
H 28.719 -8.935 0.957
H 27.876 -10.199 0.071
H 28.257 -10.469 1.766
H 29.915 -11.373 0.214
C 30.174 -9.052 7.022
O 31.174 -9.625 7.815
H 30.449 -8.092 6.586
H 30.014 -9.789 6.235
H 29.205 -8.966 7.514
H 31.360 -9.052 8.562
*
```

=====

Entry C
The following is a quantum chemistry calculation of 11 unconnected molecules or ions with the total composition C11H44O11, from the Open Molecules 2025 dataset.

Calculated values
Molar mass in u: 352.5
Highest occupied orbital energy in eV: -9.62
Structure (SMILES): CO.CO.CO.CO.CO.CO.CO.CO.CO.CO.CO
HOMO-LUMO gap in eV: 10.0430
LUMO level in eV: 0.43

```
! RIJCOSX wB97M-V def2-TZVPD def2/J DEFGRID3
* xyz 0 1
C 0.041 3.206 0.019
O -1.024 3.841 0.698
H -0.270 3.030 -1.011
H 0.938 3.825 0.055
H 0.353 2.263 0.470
H -1.208 4.704 0.319
C -2.168 1.719 3.183
O -2.410 1.814 1.820
H -2.424 2.654 3.680
H -2.657 0.844 3.611
H -1.101 1.615 3.385
H -1.997 2.561 1.382
C -0.065 -0.495 0.820
O 0.868 -0.337 -0.267
H 0.122 0.247 1.596
H -1.056 -0.355 0.389
H 0.064 -1.462 1.307
H 0.795 -1.076 -0.875
C 3.449 2.045 -0.529
O 3.229 0.877 0.287
H 3.433 1.923 -1.612
H 2.758 2.830 -0.221
H 4.432 2.498 -0.403
H 2.393 0.476 0.039
C 1.921 -3.610 -1.479
O 0.980 -2.678 -1.917
H 2.011 -3.433 -0.407
H 1.584 -4.643 -1.566
H 2.886 -3.582 -1.986
H 0.620 -3.040 -2.730
C -0.866 -1.387 5.164
O -0.805 -2.403 4.208
H -0.026 -1.417 5.858
H -0.874 -0.430 4.642
H -1.810 -1.545 5.685
H 0.103 -2.444 3.901
C -1.560 -1.224 -3.871
O -2.256 -0.258 -4.539
H -2.185 -2.098 -3.684
H -0.741 -1.589 -4.490
H -1.089 -0.898 -2.944
H -2.754 0.224 -3.875
C -2.962 1.494 -1.714
O -3.721 1.219 -2.870
H -2.440 0.629 -1.303
H -2.205 2.258 -1.892
H -3.635 1.947 -0.986
H -4.177 2.013 -3.157
C 1.584 2.940 3.541
O 1.142 3.095 4.867
H 0.839 3.290 2.826
H 2.546 3.448 3.469
H 1.708 1.897 3.250
H 1.870 2.964 5.478
C -1.719 -3.863 -0.520
O -3.056 -3.421 -0.241
H -1.331 -3.402 -1.429
H -1.142 -3.457 0.311
H -1.665 -4.949 -0.593
H -3.304 -3.780 0.614
C 3.241 -1.252 -3.626
O 3.426 -0.474 -4.831
H 4.165 -1.589 -3.156
H 2.739 -0.706 -2.827
H 2.542 -2.038 -3.912
H 3.921 -1.056 -5.413
*
```

=====

The relative energies come out as entry A 0.094; entry B 0.372; entry C 0.000, with values in eV.

=====

Entry A
The following is a quantum chemistry calculation of a molecular structure, C5H13N2O, from the Open Molecules 2025 dataset.

Calculated values
Molar mass in u: 117.2
Highest occupied orbital energy in eV: -13.47
HOMO-LUMO gap in eV: 5.0818
LUMO level in eV: -8.39

```
! RIJCOSX wB97M-V def2-TZVPD def2/J DEFGRID3
* xyz 1 1
N 1.239 0.130 1.985
C -0.514 1.701 1.195
C -1.377 0.882 0.263
N -0.880 -0.476 -0.048
C 0.780 -2.039 -1.003
C 0.228 -0.601 -1.052
C -0.307 -0.036 -2.354
O -1.455 -0.042 -2.674
H 0.535 1.095 1.611
H 2.149 0.560 2.202
H 0.937 -0.314 2.861
H -1.061 2.090 2.041
H -0.013 2.466 0.593
H -2.327 0.694 0.766
H -1.658 1.464 -0.617
H -0.504 -0.786 0.836
H 1.821 -2.005 -0.706
H 0.749 -2.502 -1.991
H 0.185 -2.652 -0.341
H 1.010 -0.028 -0.547
H 0.462 0.399 -3.018
*
```

=====

Entry B
The following is a quantum chemistry calculation of a gas-phase ion, C5H13N2O (charge +1), from the Open Molecules 2025 dataset.

Calculated values
Molar mass in u: 117.2
Highest occupied orbital energy in eV: -14.04
Structure (SMILES): CC(C)NC(=O)C[NH3+]
HOMO-LUMO gap in eV: 10.5081
LUMO level in eV: -3.53

```
! RIJCOSX wB97M-V def2-TZVPD def2/J DEFGRID3
* xyz 1 1
N 2.551 -0.909 -1.744
C 1.650 -0.139 -0.874
C 0.203 -0.699 -1.135
N -0.803 -0.320 -0.343
C -0.309 0.249 1.970
C -1.010 0.718 0.689
C -2.512 0.870 0.917
O 0.118 -1.394 -2.138
H 2.974 -1.704 -1.271
H 1.943 -1.218 -2.536
H 3.226 -0.308 -2.218
H 1.630 0.916 -1.167
H 1.862 -0.261 0.195
H -1.666 -0.584 -0.812
H -0.895 0.268 2.880
H 0.590 0.831 2.196
H 0.043 -0.787 1.907
H -0.620 1.722 0.452
H -2.933 1.906 0.969
H -2.838 0.463 1.872
H -3.202 0.380 0.193
*
```

=====

The relative energies come out as entry A 6.319; entry B 0.000, with values in eV.

=====

Entry A
The following is a quantum chemistry calculation of a molecular structure, C5H13N2O, from the Open Molecules 2025 dataset.

Calculated values
Molar mass in u: 117.2
Highest occupied orbital energy in eV: -12.60
HOMO-LUMO gap in eV: 3.7720
LUMO level in eV: -8.83

```
! RIJCOSX wB97M-V def2-TZVPD def2/J DEFGRID3
* xyz 1 1
N 3.800 1.208 0.177
C 3.286 0.234 -0.723
C 2.014 -0.393 -0.561
N -2.611 1.124 -0.440
C -1.453 0.463 -0.154
C -1.672 -0.458 1.023
C -2.863 -1.340 0.585
O 1.399 -0.566 0.503
H 3.030 1.661 0.653
H 4.328 0.784 0.939
H 1.848 -1.146 -1.350
H 2.103 0.756 -1.127
H 3.697 0.280 -1.735
H -2.688 1.647 -1.334
H -0.809 1.371 0.084
H -1.076 -0.119 -1.016
H -1.936 0.081 1.916
H -0.801 -1.097 1.111
H -2.580 -2.067 -0.166
H -3.628 -0.602 0.218
H -3.391 -1.822 1.397
*
```

=====

Entry B
The following is a quantum chemistry calculation of a molecular structure, C5H13N2O, from the Open Molecules 2025 dataset.

Calculated values
Molar mass in u: 117.2
Highest occupied orbital energy in eV: -12.42
HOMO-LUMO gap in eV: 4.6325
LUMO level in eV: -7.79

```
! RIJCOSX wB97M-V def2-TZVPD def2/J DEFGRID3
* xyz 1 1
C 2.468 0.505 -0.712
O 1.348 0.868 -1.622
C 2.044 0.478 0.662
C 0.979 -0.452 1.131
C -0.437 0.236 1.102
C -2.465 0.104 0.885
N -1.515 -0.785 1.160
N -2.054 -0.897 -1.825
H 3.245 1.258 -0.879
H 2.759 -0.475 -1.075
H 0.807 1.518 -1.147
H 2.706 0.776 1.478
H 0.868 -1.206 0.271
H 1.225 -0.873 2.114
H -0.508 0.891 2.008
H -0.403 0.827 0.191
H -3.246 0.099 0.098
H -2.756 0.643 1.813
H -2.446 -1.605 -2.429
H -1.716 -1.266 -0.951
H -1.357 -0.415 -2.375
*
```

=====

The relative energies come out as entry A 0.653; entry B 0.000, with values in eV.

=====

Entry A
The following is a quantum chemistry calculation of a gas-phase ion, C5H13N2O (charge +1), from the Open Molecules 2025 dataset.

Calculated values
Molar mass in u: 117.2
Highest occupied orbital energy in eV: -14.01
Structure (SMILES): CC(C)NC(=O)C[NH3+]
HOMO-LUMO gap in eV: 10.5251
LUMO level in eV: -3.49

```
! RIJCOSX wB97M-V def2-TZVPD def2/J DEFGRID3
* xyz 1 1
N 2.599 -1.081 0.698
C 1.503 -0.062 0.634
C 0.364 -0.903 0.004
N -0.646 -0.256 -0.539
C -1.913 1.268 0.871
C -1.037 1.153 -0.367
C -1.786 1.602 -1.594
O 0.530 -2.110 0.044
H 2.754 -1.556 -0.202
H 3.482 -0.729 1.048
H 2.245 -1.853 1.259
H 1.777 0.747 -0.024
H 1.268 0.189 1.651
H -1.327 -0.808 -1.012
H -1.506 0.710 1.719
H -2.840 0.733 0.716
H -2.111 2.304 1.142
H -0.106 1.716 -0.262
H -2.345 2.523 -1.385
H -2.480 0.832 -1.936
H -1.135 1.905 -2.403
*
```

=====

Entry B
The following is a quantum chemistry calculation of a gas-phase ion, C5H13N2O (charge +1), from the Open Molecules 2025 dataset.

Calculated values
Molar mass in u: 117.2
Highest occupied orbital energy in eV: -12.03
Structure (SMILES): N[C@H](CO)C/C=C/[NH3+]
HOMO-LUMO gap in eV: 8.3737
LUMO level in eV: -3.66

```
! RIJCOSX wB97M-V def2-TZVPD def2/J DEFGRID3
* xyz 1 1
C 1.840 -0.787 -0.136
O 1.968 -1.907 0.652
C 1.329 0.381 0.918
C -0.028 0.884 0.331
C -1.180 0.057 -0.087
C -2.174 0.324 -0.945
N -3.240 -0.636 -1.097
N 2.140 1.584 1.265
H 1.071 -0.934 -0.938
H 2.683 -0.589 -0.828
H 2.817 -2.368 0.638
H 1.210 -0.165 1.869
H 0.251 1.425 -0.603
H -0.323 1.703 0.990
H -1.010 -0.962 0.324
H -2.203 1.341 -1.458
H -3.805 -0.857 -0.314
H -3.838 -0.393 -1.836
H -2.948 -1.522 -1.408
H 2.710 1.539 2.086
H 2.729 1.881 0.576
*
```

=====

The relative energies come out as entry A 0.000; entry B 3.070, with values in eV.

=====

Entry A
The following is a quantum chemistry calculation of a gas-phase ion, C5H13N2O (charge +1), from the Open Molecules 2025 dataset.

Calculated values
Molar mass in u: 117.2
Highest occupied orbital energy in eV: -13.74
Structure (SMILES): C[NH2+]CC[C@@H](N)C=O
HOMO-LUMO gap in eV: 10.8514
LUMO level in eV: -2.89

```
! RIJCOSX wB97M-V def2-TZVPD def2/J DEFGRID3
* xyz 1 1
O 2.924 -1.534 -1.254
C 1.770 -1.522 -1.566
C 0.768 -0.396 -1.276
C -0.334 -1.065 -0.390
C -1.500 -0.119 -0.015
C -0.662 0.892 2.100
N -1.024 1.102 0.680
N 1.166 0.808 -0.497
H 1.385 -2.284 -2.247
H 0.301 -0.124 -2.241
H 0.203 -1.127 0.577
H -0.686 -2.057 -0.610
H -2.383 -0.551 0.433
H -1.758 0.267 -1.015
H -0.930 1.759 2.689
H 0.409 0.674 2.175
H -1.322 0.148 2.602
H -1.717 1.843 0.582
H -0.009 1.210 0.185
H 1.890 0.494 0.146
H 1.508 1.581 -1.057
*
```

=====

Entry B
The following is a quantum chemistry calculation of a gas-phase ion, C5H13N2O (charge +1), from the Open Molecules 2025 dataset.

Calculated values
Molar mass in u: 117.2
Highest occupied orbital energy in eV: -12.88
Structure (SMILES): [NH3+]CCNCCC=O
HOMO-LUMO gap in eV: 9.5165
LUMO level in eV: -3.36

```
! RIJCOSX wB97M-V def2-TZVPD def2/J DEFGRID3
* xyz 1 1
C -1.497 -0.390 0.418
N -0.359 0.126 -0.317
C -0.132 1.586 -0.056
C 1.330 1.954 -0.169
C 2.308 1.193 0.705
O 2.143 0.041 1.021
C -1.579 -1.889 0.175
N -1.640 -2.108 -1.288
H -2.358 0.039 -0.118
H -1.719 -0.150 1.463
H 0.502 -0.288 0.042
H -0.570 1.849 0.909
H -0.671 2.141 -0.829
H 1.491 3.016 0.015
H 1.688 1.890 -1.208
H 3.160 1.812 1.045
H -0.754 -2.434 0.616
H -2.491 -2.228 0.677
H -2.434 -1.577 -1.654
H -1.782 -3.085 -1.549
H -0.818 -1.652 -1.711
*
```

=====

Entry C
The following is a quantum chemistry calculation of a gas-phase ion, C5H13N2O (charge +1), from the Open Molecules 2025 dataset.

Calculated values
Molar mass in u: 117.2
Highest occupied orbital energy in eV: -12.67
HOMO-LUMO gap in eV: 4.5336
LUMO level in eV: -8.14

```
! RIJCOSX wB97M-V def2-TZVPD def2/J DEFGRID3
* xyz 1 1
C 2.153 -0.256 -0.880
O 3.184 0.602 -0.607
C 0.966 0.212 -0.038
C -0.251 -0.759 -0.290
C -1.603 -0.109 0.277
C -2.745 -0.924 0.324
N -1.722 1.173 -0.520
N 1.435 0.342 1.427
H 2.317 -1.330 -0.545
H 1.861 -0.328 -1.908
H 4.096 0.390 -0.880
H 0.706 1.192 -0.406
H -0.517 -0.972 -1.300
H -0.146 -1.736 0.213
H -3.182 -1.119 1.261
H -3.265 -1.087 -0.588
H -2.791 1.038 -0.671
H -1.338 0.357 1.339
H -1.782 2.032 0.089
H 1.925 1.212 1.622
H 0.699 0.071 2.083
*
```

=====

The relative energies come out as entry A 0.245; entry B 0.000; entry C 4.868, with values in eV.